{"formula": "C34H39MoN9O4PSe", "method": "ωB97M-V/def2-TZVPD", "total_charge": 1, "e_lumo_ev": -4.58, "gap_ha": 0.189, "relative_energy_kj_mol": 0.00, "homo_ev": -9.71, "energy_ha": -4923.6714, "spin_multiplicity": 1, "species": ["N", "H", "O", "N", "C", "C", "H", "C", "H", "H", "H", "H", "C", "H", "H", "H", "C", "H", "N", "C", "H", "C", "C", "C", "H", "H", "N", "H", "H", "H", "N", "C", "Mo", "H", "H", "H", "C", "H", "N", "C", "H", "C", "C", "O", "H", "C", "H", "C", "H", "C", "H", "C", "C", "P", "H", "H", "O", "H", "H", "C", "C", "C", "O", "H", "C", "N", "H", "H", "C", "C", "C", "C", "C", "H", "C", "C", "C", "H", "H", "C", "C", "N", "H", "H", "C", "Se", "H", "N", "H"], "xyz": [[1.16, 3.22, -0.33], [-3.27, -2.71, -0.57], [-0.40, -1.43, -7.10], [-1.76, -0.20, 1.31], [-2.59, -0.48, 3.61], [-3.27, 0.89, 3.61], [-1.28, -0.21, -2.50], [-2.56, -1.77, -3.22], [3.78, -0.48, -0.10], [0.37, -3.42, -0.44], [-3.26, 2.66, 2.34], [-1.82, -3.38, 0.17], [-0.64, 1.89, -3.76], [5.28, -0.45, 1.91], [-2.18, -3.73, -4.07], [5.04, 1.44, 3.54], [-2.67, -3.30, -3.20], [1.58, -2.67, 3.93], [0.51, 1.45, -3.23], [-1.84, 1.25, 1.57], [1.91, -4.78, 0.66], [3.31, 3.56, 3.26], [0.15, 5.36, -0.02], [-2.05, -3.89, -1.92], [-2.49, -1.40, -4.24], [0.65, 6.40, 1.79], [0.03, 0.42, -0.46], [-2.51, -4.84, -1.67], [0.26, -0.70, 2.70], [-0.17, -2.74, 3.82], [-1.47, -1.68, -1.02], [0.79, 5.51, 1.19], [1.36, 1.25, -1.20], [-3.10, -1.18, 4.28], [-0.99, -4.08, -2.07], [1.38, -0.84, -5.57], [3.50, 2.40, 2.40], [-2.82, 1.52, 4.38], [2.83, 1.26, 0.41], [-2.21, -2.93, -0.74], [-1.21, 2.60, -3.18], [-1.35, -1.29, -2.44], [-0.40, 0.36, -5.59], [-2.13, 0.05, -7.14], [1.83, -1.22, 2.12], [0.85, -4.06, 2.42], [2.70, -3.45, 1.49], [-1.05, -0.43, -6.78], [-3.97, 1.25, 1.59], [1.81, 3.37, 0.85], [-3.72, -3.59, -3.27], [0.79, -1.55, 2.28], [1.72, -3.84, 1.19], [-0.77, -0.86, 0.19], [-1.76, 1.79, 0.63], [-0.14, -4.38, 2.11], [2.25, -0.79, -2.22], [-1.00, 1.57, 2.20], [-3.45, -1.31, -2.78], [0.75, -2.75, 3.22], [4.43, 1.38, 2.66], [-2.55, -1.07, 2.21], [3.02, 1.25, -2.52], [-0.43, -1.71, -2.87], [3.73, 0.31, 0.64], [3.95, 3.73, 4.39], [-1.56, -0.40, 3.98], [-4.33, 0.79, 3.88], [2.73, 2.30, 1.25], [1.24, 0.55, -3.92], [1.03, -2.87, 0.22], [0.36, 4.20, -0.75], [0.84, -0.04, -5.08], [-2.09, -2.06, 2.22], [2.39, 4.60, 2.89], [-1.11, 1.37, -4.96], [4.55, 0.34, 1.76], [-0.11, 4.04, -1.71], [-2.05, 1.68, -5.39], [2.35, 0.22, -2.95], [-3.16, 1.57, 2.25], [2.29, 5.60, 3.72], [1.25, -4.86, 3.05], [-3.57, -1.18, 1.82], [1.64, 4.51, 1.64], [3.39, 5.27, 5.07], [1.75, -2.34, -0.40], [0.20, -1.91, 0.99], [-0.51, 6.12, -0.42]]}